This record from the Open Molecules 2025 dataset describes a molecular structure, C6H5Cl3N2Si. The level of theory is ωB97M-V/def2-TZVPD.

Geometry as XYZ:
```
17
Properties=species:S:1:pos:R:3:forces:R:3
C 0.656577 -1.617746 0.086735 2.7 3.6 -0.3
C -0.678569 -1.317912 0.060511 0.6 -0.2 -0.2
C 1.959586 1.937336 0.107727 3.7 -3.0 1.4
C 1.347952 -0.335174 -0.019108 -0.5 -2.6 1.0
C 2.549768 0.522972 0.016099 0.2 1.2 -2.6
C 0.337582 0.616423 -0.031045 -3.7 5.2 -1.1
N -0.955004 0.029697 -0.086040 -2.6 -1.8 0.2
N 0.689850 1.932582 -0.075435 -7.4 -3.1 -0.3
Si -3.326029 -0.203856 -0.039380 3.8 1.5 -1.3
Cl -3.658435 -1.009893 1.692434 -0.3 -0.9 1.1
Cl -3.812955 1.706743 -0.080952 -0.4 0.4 -0.2
Cl -3.792272 -1.295789 -1.671593 0.2 0.3 0.5
H 1.191623 -2.499430 0.194340 0.3 -1.8 0.1
H -1.372580 -2.129943 0.150872 -0.8 0.1 0.0
H 2.451380 2.810280 -0.019822 2.0 2.4 -0.3
H 3.100282 0.542717 -0.929450 0.1 -0.6 -0.7
H 3.311244 0.310985 0.644113 2.2 -0.9 2.7
```
Forces are in eV/Å.

Values from the calculation:
Largest force on an atom, hartree/bohr: 0.156
⟨S²⟩: 2.021
Frontier orbital gap (spin up / spin down), eV: 3.481 / 7.461
Multiplicity: 3
DFT total energy, eV: -54725.9493

This record from the Open Molecules 2025 dataset describes a molecular structure, C4H4BaO2. The level of theory is ωB97M-V/def2-TZVPD.

Geometry as XYZ:
```
11
Properties=species:S:1:pos:R:3:forces:R:3
O 0.678275 -4.468446 -1.879075 1.2 -0.6 0.3
C 1.843035 -4.155917 -2.114560 -1.5 0.3 -1.4
C 1.997294 -2.761259 -1.799958 2.1 3.7 -0.5
H 2.541018 -4.755610 -2.723868 -0.1 -0.1 0.4
H 2.046192 -2.490958 -0.738315 -0.4 0.0 -0.4
C 2.785507 -1.398554 -2.835763 -1.5 -2.8 1.2
C 2.712574 -0.044266 -2.598313 0.1 -1.1 0.3
O 2.245549 0.739333 -1.814666 0.0 1.3 0.6
Ba 2.213770 3.550589 -0.849248 0.0 -0.6 -0.2
H 2.797357 -1.734754 -3.876297 0.7 0.3 0.3
H 3.990552 -0.577875 -2.649036 -0.7 -0.4 -0.5
```
Forces are in eV/Å.

Values from the calculation:
Largest force on an atom, hartree/bohr: 0.083
⟨S²⟩: 1.510
Charge: +1
Energy relative to the best compared isomer or geometry (same formula, charge and spin), kcal/mol: 116.1
Frontier orbital gap (spin up / spin down), eV: 4.349 / 7.511
Multiplicity: 2
DFT total energy, eV: -8986.6636

This record from the Open Molecules 2025 dataset describes 9 unconnected molecules or ions with the total composition C39H55N9O13. The level of theory is ωB97M-V/def2-TZVPD.

Geometry as XYZ:
```
116
Properties=species:S:1:pos:R:3:forces:R:3
O -5.977650 -2.817207 -1.160668 0.1 -0.9 0.8
N -5.883897 -3.576505 -0.194022 -1.0 -0.5 -0.4
O -6.631511 -4.530202 0.038354 0.6 1.0 -0.6
C -4.846015 -3.333426 0.778157 2.1 1.2 0.3
C -4.869827 -3.928502 2.021436 -0.2 -1.0 0.2
C -3.916122 -3.612889 2.974407 -0.2 1.2 -0.8
C -3.018929 -2.594935 2.676532 0.2 -0.3 1.3
C -2.926166 -2.005253 1.414115 1.2 -0.9 1.1
C -3.771174 -2.428359 0.461046 -3.1 -0.5 -1.2
H -5.555647 -4.688802 2.364969 -0.5 0.1 -0.7
H -4.041914 -4.071606 3.944029 0.5 0.1 0.1
H -2.438531 -2.255741 3.521799 0.5 0.2 -0.2
H -2.094219 -1.382443 1.120217 -0.2 0.4 0.3
H -3.771698 -1.909459 -0.486134 0.0 -0.3 -0.2
O 4.674780 -7.572488 0.331224 -0.7 -0.7 -0.2
N 4.964611 -6.657293 1.044096 2.4 1.0 1.1
O 5.738439 -6.718544 2.018094 -1.4 -0.5 -0.9
C 4.625738 -5.293168 0.624992 -0.5 0.8 -0.9
C 5.307257 -4.240257 1.212271 0.4 -1.0 0.4
C 5.115326 -2.969689 0.757964 0.7 1.8 0.5
C 4.362785 -2.665339 -0.337961 -0.8 -1.4 -0.8
C 3.777522 -3.741826 -1.007967 -0.3 0.1 0.3
C 3.828350 -5.054943 -0.501938 0.6 0.7 -0.4
H 6.081546 -4.455726 1.933699 -0.3 0.0 0.3
H 5.628662 -2.130249 1.203198 0.3 -0.1 0.4
H 4.236265 -1.670913 -0.739851 0.2 0.1 0.1
H 3.303453 -3.468748 -1.939144 -0.4 -0.6 -0.1
H 3.397910 -5.856305 -1.084116 -0.1 -0.1 0.2
O -3.245291 4.295176 3.085491 1.7 0.4 -1.1
N -2.284518 4.119558 2.311664 -1.8 0.1 0.4
O -1.923407 3.006835 1.984177 0.6 0.2 -0.1
C -1.637707 5.291101 1.660621 1.7 0.8 -1.6
C -0.477001 5.151749 0.819234 -1.5 -0.6 2.1
C 0.075718 6.292127 0.280362 0.5 0.6 -0.2
C -0.394290 7.571425 0.566835 -1.8 0.3 0.4
C -1.575193 7.727268 1.320257 0.6 -1.4 -0.5
C -2.187431 6.556399 1.774002 -0.7 -0.3 1.2
H -0.034650 4.166522 0.812914 0.3 0.1 -0.6
H 0.943990 6.279062 -0.361764 0.2 -0.5 0.1
H 0.039562 8.458476 0.129419 0.4 -0.1 0.0
H -2.062601 8.665965 1.538625 0.2 0.1 -0.2
H -3.122189 6.571964 2.314734 -0.1 0.4 0.2
O -3.307441 -7.065138 2.512123 -0.6 0.4 -1.5
N -2.196253 -6.590953 2.595315 -0.3 -0.7 1.4
O -1.571211 -6.767446 3.644730 0.8 1.1 -1.5
C -1.627021 -5.817729 1.441781 3.7 0.8 1.5
C -0.353502 -5.163645 1.644797 -1.5 0.7 0.0
C 0.212158 -4.376020 0.637234 -0.9 -1.7 -1.1
C -0.378641 -4.437710 -0.657197 -0.5 0.1 0.6
C -1.515605 -5.229796 -0.878858 2.2 1.8 -0.7
C -2.092629 -5.843803 0.165615 -3.0 -2.0 0.7
H 0.109431 -5.047892 2.613665 -0.2 -0.6 0.2
H 1.189476 -3.958223 0.828777 -0.1 0.5 -0.1
H -0.102830 -3.819703 -1.498867 0.8 -0.1 0.1
H -1.891870 -5.321425 -1.887035 -0.3 0.1 0.1
H -3.010338 -6.372568 -0.045644 -0.2 -0.3 0.2
C -3.836625 3.770456 -0.728192 2.4 0.2 0.7
N -3.132840 2.555063 -1.182317 -0.4 -0.5 -0.1
C -2.419515 2.668375 -2.482555 -1.4 -0.6 -0.3
C -3.272436 1.383733 -0.509055 1.2 -2.4 -2.3
O -2.815026 0.279761 -0.954399 -1.0 2.8 1.5
H -4.618142 4.226002 -1.336318 -0.2 -0.8 -0.1
H -3.018889 4.489906 -0.685747 -0.1 0.6 -0.3
H -4.045571 3.686045 0.338261 -0.8 -0.3 -0.2
H -3.204874 2.916454 -3.196532 0.1 1.0 -0.1
H -1.577640 3.360698 -2.476722 -0.3 0.1 0.2
H -2.112970 1.746336 -2.976508 0.4 -0.5 1.2
H -3.853407 1.439927 0.424493 0.2 0.1 -0.1
C 1.830082 4.875910 -3.095768 0.6 -0.3 1.0
N 3.267171 5.066040 -2.766481 -1.2 0.9 0.6
C 4.150714 5.582018 -3.805798 0.9 -1.2 -0.2
C 3.701343 4.946314 -1.463363 1.9 0.6 -0.5
O 4.871620 5.148474 -1.090010 -2.2 -0.4 -0.8
H 1.269459 5.788056 -3.300212 0.5 0.3 -0.6
H 1.325627 4.521682 -2.196798 0.2 -0.4 0.1
H 1.689443 4.107083 -3.855513 0.1 0.2 -0.1
H 4.972911 6.201179 -3.447002 -0.5 0.2 0.5
H 4.669187 4.712011 -4.208771 0.1 -0.1 -0.3
H 3.668402 6.053966 -4.661805 -0.5 0.1 0.5
H 2.901696 4.652102 -0.766070 0.1 -0.1 0.0
C -3.149613 -2.437424 -3.690136 1.3 0.6 0.2
N -1.799257 -3.064527 -3.884571 -1.7 0.5 0.9
C -1.906150 -4.262151 -4.687959 1.3 0.0 0.3
C -0.653783 -2.439218 -3.463812 1.2 -1.8 -2.9
O 0.496984 -2.826766 -3.847602 -3.1 1.2 1.9
H -3.979397 -3.135152 -3.577280 0.4 -0.4 0.0
H -3.331360 -1.825068 -4.573362 -0.3 0.2 0.1
H -3.133875 -1.825433 -2.788303 0.0 0.3 -0.1
H -2.855082 -4.747707 -4.460208 0.2 -0.1 -0.1
H -1.826209 -4.036672 -5.751381 -0.1 -0.1 -0.1
H -1.063654 -4.890804 -4.399693 -0.1 -0.3 -0.3
H -0.960722 -1.540132 -2.907377 0.9 0.0 0.3
C 4.106846 1.992870 4.720756 -0.6 -0.3 0.5
N 3.657174 3.155747 3.920200 1.1 -0.3 0.5
C 4.180091 4.465331 4.349443 -1.2 -0.7 0.5
C 2.978475 3.025173 2.742999 -1.0 -0.6 1.2
O 2.443840 3.901584 2.093062 0.6 0.4 -0.1
H 5.120385 2.017732 5.121020 0.5 0.4 -1.0
H 3.892090 1.019468 4.279777 0.3 0.3 -0.7
H 3.606139 1.861049 5.679940 -0.9 0.8 0.1
H 5.265282 4.487457 4.249536 -0.1 0.5 -0.5
H 3.541513 5.209884 3.874099 0.8 0.2 -0.5
H 3.965296 4.619665 5.406867 0.0 -0.3 0.2
H 2.741184 1.971659 2.528545 0.4 -0.2 -0.1
C 0.879499 -1.164498 -0.492894 -0.2 0.5 -0.6
N 0.651058 0.288783 -0.377890 -0.2 -0.4 1.2
C 0.209701 0.807714 0.957486 1.1 0.2 -1.4
C 0.737899 1.135440 -1.402875 1.1 -0.5 -3.1
O 1.010250 0.850435 -2.604526 -0.8 0.6 3.0
H -0.084736 -1.672041 -0.520262 0.0 -0.1 0.5
H 1.551684 -1.522579 0.286877 -0.4 0.1 0.3
H 1.354042 -1.465996 -1.426712 0.0 0.7 -0.3
H 0.231704 1.897279 0.936165 -0.3 0.0 -0.3
H -0.804149 0.493969 1.205986 0.3 -0.3 0.2
H 1.014366 0.586743 1.658761 -0.5 -0.6 0.4
H 0.624705 2.179839 -1.073299 -0.2 0.1 -0.1
```
Forces are in eV/Å.

Values from the calculation:
Largest force on an atom, hartree/bohr: 0.079
Structure (SMILES): O=[N+]([O-])c1ccccc1.O=[N+]([O-])c1ccccc1.O=[N+]([O-])c1ccccc1.O=[N+]([O-])c1ccccc1.CN(C)C=O.CN(C)C=O.CN(C)C=O.CN(C)C=O.CN(C)C=O
Energy relative to the best compared isomer or geometry (same formula, charge and spin), kcal/mol: 58.7
Frontier orbital gap, eV: 8.090
DFT total energy, eV: -81349.5715

This record from the Open Molecules 2025 dataset describes a gas-phase ion, C10H9OS (charge -1). The level of theory is ωB97M-V/def2-TZVPD.

Geometry as XYZ:
```
21
Properties=species:S:1:pos:R:3:forces:R:3
O 2.777701 -3.335305 -1.884502 0.1 0.2 -0.4
C 2.457910 -3.034856 -0.746128 0.1 1.4 0.0
S 1.892031 -4.025459 0.482067 -0.5 -0.8 0.8
C 2.641607 -1.500503 -0.306144 0.5 -0.3 -0.5
C 1.412252 -0.793511 0.135549 -0.3 0.4 0.1
C 0.986008 0.436868 -0.217209 0.7 -1.3 -0.3
C -0.355284 0.923222 0.067465 -0.5 0.2 0.2
C -1.015728 0.650038 1.267531 0.1 0.0 -0.1
C -2.325801 1.040593 1.459620 -0.2 0.0 0.1
C -3.020206 1.700314 0.457604 -0.1 0.0 0.0
C -2.377006 1.984723 -0.735708 -0.2 0.1 -0.1
C -1.059525 1.617031 -0.921198 0.2 -0.1 0.1
H 3.337546 -1.558383 0.537159 0.0 0.0 0.0
H 3.133214 -0.972412 -1.130641 -0.1 0.0 0.0
H 0.807393 -1.385061 0.816843 -0.1 0.0 0.0
H 1.556734 1.005839 -0.941040 0.1 0.1 -0.1
H -0.491162 0.125023 2.051706 0.1 0.0 0.1
H -2.819379 0.821767 2.397607 0.0 0.0 0.0
H -4.053800 1.985422 0.605218 0.0 0.0 0.0
H -2.913231 2.485841 -1.532321 0.0 0.0 0.0
H -0.571272 1.828807 -1.863480 0.1 0.0 0.0
```
Forces are in eV/Å.

Values from the calculation:
Largest force on an atom, hartree/bohr: 0.029
Charge: -1
Structure (SMILES): [O-]C(=S)C/C=C/c1ccccc1
Energy relative to the best compared isomer or geometry (same formula, charge and spin), kcal/mol: 0.0
Frontier orbital gap, eV: 6.612
DFT total energy, eV: -23399.9621

Look up the DFT total energy of the second one.
-8986.6636 eV